Arrangement one

DFT (ωB97M-V/def2-TZVPD) results for 21 unconnected molecules or ions with the total composition C21H84O21.

Cartesian coordinates (Å):
C (15.8743, 16.7615, 13.7926)
O (15.0039, 17.3557, 14.7505)
H (15.5310, 17.0686, 12.8206)
H (16.9162, 17.0671, 13.9496)
H (15.6918, 15.6477, 13.8731)
H (15.1342, 16.9487, 15.6285)
C (17.4663, 13.8768, 9.2315)
O (16.6975, 13.0843, 8.2979)
H (17.6129, 13.3947, 10.2222)
H (18.4579, 14.1423, 8.8906)
H (16.8382, 14.7423, 9.3517)
H (17.0412, 12.1853, 8.3018)
C (15.6910, 10.3133, 14.6998)
O (14.4209, 10.4990, 14.0642)
H (16.3876, 9.7214, 14.0663)
H (16.1887, 11.2173, 15.0297)
H (15.5035, 9.6704, 15.5928)
H (13.7313, 10.2846, 14.7106)
C (11.3651, 9.6523, 15.1437)
O (12.5346, 10.2000, 15.7832)
H (11.6581, 9.2259, 14.1887)
H (10.8681, 8.8596, 15.7251)
H (10.6101, 10.4107, 14.9320)
H (12.3072, 11.0800, 16.1642)
C (12.8260, 13.9751, 9.0513)
O (13.8229, 13.1390, 8.3849)
H (11.9729, 13.3194, 9.2890)
H (13.2236, 14.3720, 9.9897)
H (12.4267, 14.7470, 8.3594)
H (14.7324, 13.4658, 8.5405)
C (9.6171, 12.6826, 15.6705)
O (10.9454, 12.7434, 16.2073)
H (9.1388, 11.7771, 16.0389)
H (9.0438, 13.5563, 15.9794)
H (9.6668, 12.6762, 14.5952)
H (10.9456, 13.5308, 16.7863)
C (13.9595, 21.0424, 13.6480)
O (14.0822, 19.6889, 13.2554)
H (14.9470, 21.4814, 13.7810)
H (13.3486, 21.6441, 13.0219)
H (13.4063, 21.1177, 14.5956)
H (14.3000, 19.2372, 14.0711)
C (19.4005, 17.6947, 10.4421)
O (18.1961, 17.2293, 11.0484)
H (19.2728, 18.3271, 9.5624)
H (19.9641, 18.2277, 11.2209)
H (19.9722, 16.8228, 10.0829)
H (17.5217, 16.9685, 10.3893)
C (15.6661, 16.4034, 18.4463)
O (15.3088, 16.0631, 17.0894)
H (14.9605, 15.8842, 19.0797)
H (16.6701, 16.0995, 18.6640)
H (15.5010, 17.4636, 18.6068)
H (15.5056, 15.0710, 16.9328)
C (15.7609, 17.1356, 8.6424)
O (15.7677, 16.6201, 9.8908)
H (15.0563, 16.6488, 7.9746)
H (15.5293, 18.2313, 8.6375)
H (16.7669, 17.0769, 8.2066)
H (14.9549, 16.7678, 10.3930)
C (14.0923, 9.6695, 19.2430)
O (13.0302, 10.6444, 19.2219)
H (14.9158, 10.1266, 19.8030)
H (13.7571, 8.7985, 19.7792)
H (14.3881, 9.5215, 18.2086)
H (12.6115, 10.5570, 18.3454)
C (8.7090, 10.8382, 12.8230)
O (9.8642, 11.6560, 12.7308)
H (7.9887, 11.2625, 12.1220)
H (8.8628, 9.7793, 12.5342)
H (8.2621, 10.9201, 13.8004)
H (10.4190, 11.1638, 12.0768)
C (14.8764, 12.7534, 17.3826)
O (15.3244, 13.5223, 16.2999)
H (15.4147, 11.7799, 17.5143)
H (15.0090, 13.3645, 18.2339)
H (13.8124, 12.5206, 17.3987)
H (14.6785, 13.3984, 15.5498)
C (12.2252, 15.6096, 16.7305)
O (10.9273, 15.2710, 17.2525)
H (12.1984, 15.2508, 15.6722)
H (12.3900, 16.6820, 16.8012)
H (13.0034, 15.0154, 17.1887)
H (11.0747, 15.3255, 18.2202)
C (11.4957, 17.9790, 14.3864)
O (12.2529, 17.0385, 13.6757)
H (11.6530, 17.8746, 15.4342)
H (11.7165, 19.0386, 14.1149)
H (10.4417, 17.7787, 14.2052)
H (13.1840, 17.0995, 13.9841)
C (11.5472, 8.6235, 10.8272)
O (11.6350, 9.9446, 11.2900)
H (11.3198, 8.6436, 9.7767)
H (12.4975, 8.0829, 10.9610)
H (10.7981, 8.0364, 11.3875)
H (12.6079, 10.2071, 11.2605)
C (9.3293, 15.2360, 13.1858)
O (8.1166, 14.5604, 13.4296)
H (9.9475, 15.2910, 14.1030)
H (9.7537, 14.5820, 12.3923)
H (9.2694, 16.2719, 12.8152)
H (7.6239, 15.0018, 14.0913)
C (11.4812, 17.4573, 10.7939)
O (12.8395, 17.9042, 10.6881)
H (11.0066, 17.6402, 9.8183)
H (11.4503, 16.3760, 10.9874)
H (10.8426, 17.9254, 11.5447)
H (13.0905, 18.2939, 11.5322)
C (17.9986, 13.9136, 13.0893)
O (16.8256, 13.0801, 12.9625)
H (18.2321, 14.4891, 12.1676)
H (17.8588, 14.6243, 13.8870)
H (18.8320, 13.2364, 13.2517)
H (16.0875, 13.3466, 13.5233)
C (15.1267, 10.9729, 10.4692)
O (14.3588, 10.0628, 11.3031)
H (16.1685, 10.8896, 10.7733)
H (14.9700, 10.6198, 9.4824)
H (14.7956, 12.0148, 10.5866)
H (14.4722, 10.3733, 12.2160)
C (12.7647, 13.5550, 13.1728)
O (13.7961, 13.1431, 14.0872)
H (11.8073, 13.4014, 13.7009)
H (12.8603, 14.6370, 13.0830)
H (12.7654, 13.0781, 12.2156)
H (13.9262, 12.1780, 13.9775)

***

Arrangement two

DFT (ωB97M-V/def2-TZVPD) results for 21 unconnected molecules or ions with the total composition C21H84O21.

Cartesian coordinates (Å):
C (0.7745, 1.7206, -2.6931)
O (1.8298, 1.2501, -1.8554)
H (1.2171, 2.3346, -3.4497)
H (0.3279, 0.8592, -3.1341)
H (0.0758, 2.3022, -2.0919)
H (1.4990, 0.6107, -1.2142)
C (2.8855, -2.8535, -1.9684)
O (2.2686, -3.9133, -2.7172)
H (3.9787, -2.8260, -1.8942)
H (2.5177, -1.8579, -2.2832)
H (2.5043, -2.9231, -0.9875)
H (2.6800, -3.8709, -3.5794)
C (5.7733, -1.9293, 2.6470)
O (5.5071, -2.4093, 1.3498)
H (5.0832, -1.1344, 2.9679)
H (5.6797, -2.8146, 3.3197)
H (6.7369, -1.4819, 2.7541)
H (5.5332, -1.7193, 0.7030)
C (4.1410, 0.1414, -0.3670)
O (5.5081, -0.1823, -0.1726)
H (3.8500, -0.0642, -1.3717)
H (3.6061, -0.3521, 0.4138)
H (4.0790, 1.2412, -0.2439)
H (5.9502, -0.1019, -1.0128)
C (2.2029, -3.0137, 2.7664)
O (2.6098, -2.6003, 1.4628)
H (2.5092, -2.2671, 3.5159)
H (1.1192, -3.0604, 2.7789)
H (2.5068, -4.0285, 3.0187)
H (3.5892, -2.6413, 1.3411)
C (-1.7872, 4.9855, -3.6270)
O (-1.5780, 5.3126, -5.0125)
H (-2.1267, 5.7858, -2.9685)
H (-2.4816, 4.1404, -3.4388)
H (-0.8508, 4.6129, -3.2451)
H (-2.4157, 5.5353, -5.4313)
C (3.7654, -5.7888, 0.0812)
O (2.4880, -6.0293, -0.5285)
H (3.9943, -4.7462, -0.0360)
H (3.8299, -6.0971, 1.1172)
H (4.4595, -6.4420, -0.4893)
H (2.3709, -5.3153, -1.2014)
C (2.5310, 1.1862, 2.9399)
O (1.5567, 0.3807, 3.5642)
H (2.8088, 1.9366, 3.6624)
H (3.3931, 0.5925, 2.6051)
H (2.1364, 1.6764, 2.0209)
H (0.8373, 0.9847, 3.6524)
C (-0.3727, -3.8399, -0.5536)
O (-1.4712, -3.5690, 0.3334)
H (0.3897, -4.4380, -0.0613)
H (-0.7395, -4.3995, -1.4217)
H (0.1587, -2.9332, -0.8080)
H (-2.0689, -2.9381, -0.0911)
C (-3.5386, 1.6729, -3.7461)
O (-3.4942, 0.2405, -3.8424)
H (-3.5331, 2.2270, -4.6900)
H (-4.4964, 1.8825, -3.2132)
H (-2.7039, 2.0476, -3.0787)
H (-2.6314, -0.0662, -4.1441)
C (-0.4759, 6.1575, 3.3532)
O (0.1105, 4.8712, 3.6320)
H (-0.0889, 6.9696, 3.9727)
H (-0.3089, 6.4383, 2.3010)
H (-1.5388, 6.1165, 3.4400)
H (-0.0905, 4.5599, 4.4960)
C (-5.2478, -1.9155, -1.1820)
O (-5.8014, -0.8129, -1.8041)
H (-4.6373, -1.7229, -0.2887)
H (-6.0700, -2.5578, -0.9523)
H (-4.6395, -2.4800, -1.8717)
H (-5.1067, -0.3763, -2.2777)
C (-0.4168, -0.0896, 0.7219)
O (0.7659, -0.5285, -0.0243)
H (-0.1078, 0.0237, 1.7571)
H (-0.6868, 0.9110, 0.4028)
H (-1.2733, -0.7677, 0.7601)
H (1.3258, -1.0191, 0.5934)
C (-4.1833, 1.1803, 1.1325)
O (-2.7814, 1.3644, 1.3857)
H (-4.6127, 0.5191, 1.9189)
H (-4.7250, 2.0971, 1.1088)
H (-4.3084, 0.7567, 0.1061)
H (-2.4786, 2.0719, 0.7110)
C (-1.4761, 0.6334, 4.5147)
O (-1.1583, 1.6159, 3.5800)
H (-0.6387, 0.5648, 5.2247)
H (-2.3096, 1.0214, 5.1254)
H (-1.6990, -0.3133, 4.0576)
H (-1.8463, 1.5969, 2.9172)
C (-0.3904, -1.8130, -3.8040)
O (-1.0747, -0.7778, -4.6092)
H (0.3625, -1.4055, -3.1354)
H (-1.1775, -2.2698, -3.2471)
H (0.0287, -2.5698, -4.4979)
H (-0.5748, -0.4573, -5.3820)
C (1.2510, 5.1459, -0.0731)
O (0.2221, 4.6216, 0.6746)
H (1.4426, 4.4998, -0.9367)
H (0.9998, 6.1363, -0.4795)
H (2.1663, 5.1475, 0.5100)
H (0.3995, 4.6646, 1.6078)
C (-5.7001, -2.2328, 2.4993)
O (-4.6538, -2.1384, 3.4890)
H (-6.1166, -3.2795, 2.4533)
H (-6.5703, -1.5875, 2.7909)
H (-5.3138, -1.8726, 1.5575)
H (-3.9793, -2.8467, 3.3661)
C (-3.3631, 4.0513, -0.2057)
O (-2.1152, 3.3338, -0.4993)
H (-4.1114, 3.4809, -0.7150)
H (-3.5290, 4.0308, 0.8404)
H (-3.4777, 5.0988, -0.5435)
H (-1.3006, 3.8323, -0.1424)
C (-1.1486, -4.5833, 3.2910)
O (-2.1046, -3.5393, 3.1411)
H (-0.6184, -4.7814, 2.3184)
H (-0.4934, -4.3870, 4.1503)
H (-1.6309, -5.5342, 3.6389)
H (-2.0453, -3.1898, 2.2581)
C (4.2342, 1.4020, -4.5177)
O (3.8582, 0.3090, -3.6289)
H (4.4576, 2.1893, -3.8616)
H (5.0239, 1.0707, -5.2076)
H (3.4327, 1.6725, -5.1929)
H (3.1424, 0.6806, -3.0703)

***

Need the numbers? Relative energies in kJ/mol: arrangement one 0.0; arrangement two 97.1.

***

Arrangement one

DFT (ωB97M-V/def2-TZVPD) results for a single CH2N4O2 molecule.

Cartesian coordinates (Å):
C (-2.1462, -1.2166, -0.0829)
N (-2.8888, -2.0717, 0.1537)
N (0.0991, -0.4447, -0.1454)
N (-1.3444, -0.2749, -0.3738)
N (-1.8882, 1.2205, -0.0625)
O (-3.0611, 1.2955, -0.0740)
O (-1.0026, 1.9183, 0.1860)
H (0.2789, -0.1479, 0.8444)
H (0.4861, 0.4092, -0.6524)

The SMILES is N#CN(N)[N+](=O)[O-].

***

Arrangement two

DFT (ωB97M-V/def2-TZVPD) results for 3 unconnected molecules or ions with the total composition CH2N4O2.

Cartesian coordinates (Å):
C (2.9268, 0.5214, -1.0665)
N (-1.6107, 0.5761, 0.8507)
N (-1.6028, -2.1312, -0.2989)
N (-0.4501, 0.4459, 0.8139)
N (-0.7481, -2.0407, 0.4608)
O (2.1236, 1.1590, -1.5179)
O (3.8275, -0.0457, -0.6202)
H (-2.1284, 1.1529, 1.5190)
H (-2.3377, 0.3623, -0.1409)

***

Need the numbers? Relative energies in kJ/mol: arrangement one 375.2; arrangement two 0.0.

***

Arrangement one

DFT (ωB97M-V/def2-TZVPD) results for 2 unconnected molecules or ions with the total composition C3H11N2.

Cartesian coordinates (Å):
C (-0.7951, -0.2057, 2.3466)
C (-1.5545, -0.1711, 1.0273)
H (-1.2151, 0.3889, 3.1682)
H (-0.7017, -1.1917, 2.7964)
H (0.2441, 0.1618, 2.3353)
H (-2.4091, 0.4932, 1.1249)
H (-1.9640, -1.1485, 0.8093)
H (-0.9421, 0.1830, 0.2133)
N (0.3115, 0.2044, -2.6132)
C (1.5878, 0.0732, -2.0597)
N (1.7648, -0.1110, -0.6884)
H (-0.5184, 0.2129, -2.0551)
H (0.2490, 0.6005, -3.5332)
H (2.4278, 0.4495, -2.6079)
H (2.5267, 0.3271, -0.1910)
H (0.9883, -0.2665, -0.0727)

As for the multiplicity: 2.

***

Arrangement two

DFT (ωB97M-V/def2-TZVPD) results for a molecular structure, C3H11N2.

Cartesian coordinates (Å):
N (2.2656, -0.9698, 0.0034)
H (2.5814, 0.0113, -0.0756)
H (1.0157, -1.0049, 0.0760)
H (2.6226, -1.4848, -0.8180)
H (2.6816, -1.3818, 0.8567)
C (-1.2152, 0.8244, -1.2680)
C (-0.7909, 0.4078, 0.0990)
C (-0.6717, 1.1964, 1.1599)
N (-0.3556, -0.9711, 0.1879)
H (-2.0410, 0.2050, -1.6204)
H (-0.3853, 0.7029, -1.9710)
H (-1.5012, 1.8737, -1.2726)
H (-0.3189, 0.8178, 2.1045)
H (-0.9239, 2.2442, 1.0844)
H (-0.7964, -1.5494, -0.5287)
H (-0.5464, -1.3747, 1.1014)

As for the multiplicity: 2.

***

Need the numbers? Relative energies in kJ/mol: arrangement one 0.0; arrangement two 120.8.

***

Arrangement one

DFT (ωB97M-V/def2-TZVPD) results for a gas-phase ion, C4H11N2O (charge +2).

Cartesian coordinates (Å):
C (0.0282, -1.6261, 0.2603)
C (-0.7583, -0.6898, -0.6446)
C (-0.6663, 0.8655, -0.6696)
C (0.6660, 1.5138, -0.2842)
N (1.3582, 2.0704, -1.2137)
O (1.0286, 1.4421, 0.9044)
N (-0.1460, -1.2940, 1.7668)
H (-0.3717, -2.6432, 0.2470)
H (1.1010, -1.6880, 0.0791)
H (-0.5684, -1.0159, -1.6462)
H (-1.8298, -0.8796, -0.5545)
H (-1.0193, 1.1683, -1.6472)
H (-1.4208, 1.2260, 0.0290)
H (2.2520, 2.5044, -0.9714)
H (0.8727, 2.3510, -2.0590)
H (0.2330, -0.3741, 1.9016)
H (0.3425, -1.8594, 2.4763)
H (-1.1016, -1.0716, 2.0260)

The charge is +2. As for the multiplicity: 2.

***

Arrangement two

DFT (ωB97M-V/def2-TZVPD) results for 2 unconnected molecules or ions with the total composition C4H11N2O.

Cartesian coordinates (Å):
N (-2.3972, 1.7173, -0.0176)
C (-1.5425, -1.5512, -0.0858)
C (-0.5561, -0.5957, -0.4350)
N (0.5350, -0.4055, 0.5755)
C (1.8293, -0.0058, 0.0463)
C (2.7989, 0.2545, 1.1657)
O (-0.5180, 0.1620, -1.4208)
H (-2.0171, 1.6277, -0.9812)
H (-2.9617, 2.5380, -0.0405)
H (-2.7586, 0.8211, 0.1888)
H (-2.2634, -1.8278, -0.7936)
H (-1.4016, -2.2262, 0.7758)
H (0.5470, -1.4025, 0.9080)
H (1.5604, 0.9862, -0.4195)
H (2.3397, -0.6295, -0.7065)
H (3.7296, 0.8324, 0.8543)
H (2.2505, 0.9584, 1.8806)
H (2.9769, -0.7661, 1.6478)

The charge is +2. As for the multiplicity: 2.

***

Need the numbers? Relative energies in kJ/mol: arrangement one 0.0; arrangement two 579.3.

***

Arrangement one

DFT (ωB97M-V/def2-TZVPD) results for a single C2H2O3S molecule.

Cartesian coordinates (Å):
C (-0.9581, -0.2452, -0.0435)
C (0.5253, 0.3569, 0.0320)
H (-0.1629, -2.0520, 0.3970)
H (1.2276, 2.0595, -0.0509)
O (-0.9635, -1.6242, 0.0108)
O (-1.9066, 0.3898, -0.2423)
O (0.3450, 1.6898, 0.0467)
S (1.8932, -0.5746, -0.1497)

The SMILES is O=C(O)C(O)=S.

***

Arrangement two

DFT (ωB97M-V/def2-TZVPD) results for a single C2H2O3S molecule.

Cartesian coordinates (Å):
C (0.6372, -0.0411, -0.0563)
C (-0.6983, -0.8103, -0.0486)
H (1.3526, 1.6936, -0.1173)
H (-1.4337, 0.8466, 0.2485)
O (0.4843, 1.2455, -0.1874)
O (-1.7565, -0.0962, 0.2511)
O (-0.6318, -1.9897, -0.2063)
S (2.0461, -0.8483, 0.1163)

The SMILES is O=C(O)C(O)=S.

***

Need the numbers? Relative energies in kJ/mol: arrangement one 8.3; arrangement two 0.0.

***

Arrangement one

DFT (ωB97M-V/def2-TZVPD) results for a single C2H2O3S molecule.

Cartesian coordinates (Å):
C (0.1829, 0.7235, -0.3031)
C (0.1357, -0.4087, 0.7455)
H (-0.0770, 1.2053, -2.2210)
H (-0.3477, -2.1773, 1.0824)
O (0.3262, 0.4176, -1.5660)
O (-0.7458, -1.4653, 0.3855)
O (0.8045, -0.5538, 1.8542)
S (-0.2789, 2.2586, 0.0225)

The SMILES is O=C(O)C(O)=S.

***

Arrangement two

DFT (ωB97M-V/def2-TZVPD) results for 2 unconnected molecules or ions with the total composition C2H2O3S.

Cartesian coordinates (Å):
C (0.2172, -2.1352, -1.1032)
C (-0.3147, 1.4460, 0.1414)
O (1.0596, -2.8913, -1.1525)
O (-0.6457, -1.3915, -1.0777)
O (0.8287, 1.4791, -0.2000)
S (-0.6812, 0.7337, 1.6780)
H (-1.0560, 1.7995, -0.5036)
H (0.5921, 0.9598, 2.2176)

The SMILES is O=C=O.O=CS.

***

Need the numbers? Relative energies in kJ/mol: arrangement one 177.2; arrangement two 0.0.